1:
{
  "formula": "C5H6N2O2",
  "method": "ωB97M-V/def2-TZVPD",
  "smiles": "O=C1C=NNCCC1=O",
  "e_lumo_ev": -0.82,
  "homo_ev": -9.66,
  "orbital_gap_ev": 8.84,
  "multiplicity": 1,
  "species": ["C", "C", "C", "C", "C", "H", "H", "H", "H", "H", "H", "N", "N", "O", "O"],
  "coordinates": [[1.069, -0.674, 0.723], [-0.218, -0.295, 1.278], [-0.953, 0.926, 0.689], [0.489, -0.197, -1.794], [1.432, -0.820, -0.761], [0.007, -0.119, 2.416], [-0.749, -1.239, 1.141], [-0.289, 1.839, 0.804], [-1.828, 1.062, 1.323], [-1.997, 1.507, -0.983], [0.882, -0.473, -2.784], [-1.461, 0.701, -0.649], [-0.673, 0.424, -1.772], [1.964, -1.076, 1.436], [2.325, -1.565, -1.068]],
  "lowdin_charge": [-0.36, -0.11, -0.19, -0.05, -0.30, 0.17, 0.14, 0.14, 0.11, 0.12, 0.11, -0.07, 0.04, 0.12, 0.14]
}

2:
{
  "formula": "C5H6N2O2",
  "method": "ωB97M-V/def2-TZVPD",
  "smiles": "C=C(C)Oc1ncon1",
  "e_lumo_ev": 0.90,
  "homo_ev": -9.42,
  "orbital_gap_ev": 10.32,
  "multiplicity": 1,
  "species": ["C", "C", "C", "C", "C", "H", "H", "H", "H", "H", "H", "N", "N", "O", "O"],
  "coordinates": [[-0.965, -1.484, 0.630], [0.396, -0.813, 0.835], [1.546, -1.430, 1.330], [0.087, 1.229, -0.222], [-0.440, 1.920, -2.112], [-1.724, -1.127, 1.262], [-0.908, -2.561, 0.711], [-1.160, -1.293, -0.478], [2.447, -0.900, 1.696], [1.563, -2.448, 1.580], [-0.710, 1.995, -3.200], [-0.080, 0.828, -1.509], [-0.006, 2.569, -0.096], [0.270, 0.520, 0.865], [-0.315, 2.995, -1.291]],
  "lowdin_charge": [-0.02, -0.37, 0.10, -0.40, -0.14, 0.07, 0.07, 0.10, 0.07, 0.03, 0.16, 0.17, 0.11, 0.06, -0.02]
}

So which one is most stable? That would be 1, about 0.0131 hartree below the next structure.

1:
{
  "formula": "C2H2NO3",
  "method": "ωB97M-V/def2-TZVPD",
  "e_lumo_ev": 3.35,
  "homo_ev": -0.77,
  "orbital_gap_ev": 4.11,
  "charge": -1,
  "multiplicity": 1,
  "species": ["C", "C", "N", "O", "O", "O", "H", "H"],
  "coordinates": [[0.021, -2.244, 1.075], [-0.121, 1.513, -0.572], [1.202, 1.272, -0.686], [0.740, -1.797, 1.844], [-0.731, -2.839, 0.385], [0.222, 0.365, -1.317], [-0.689, 1.325, 0.322], [-0.644, 2.404, -1.050]],
  "lowdin_charge": [-0.41, -0.58, -0.19, 0.21, 0.16, -0.28, 0.04, 0.06]
}

2:
{
  "formula": "C2H2NO3",
  "method": "ωB97M-V/def2-TZVPD",
  "smiles": "O=CNC(=O)[O-]",
  "e_lumo_ev": 4.17,
  "homo_ev": -4.06,
  "orbital_gap_ev": 8.23,
  "charge": -1,
  "multiplicity": 1,
  "species": ["O", "C", "N", "C", "O", "O", "H", "H"],
  "coordinates": [[0.215, -0.366, -1.840], [-0.356, -0.901, -0.867], [-0.329, -0.217, 0.417], [0.454, 1.082, 0.645], [0.169, 1.680, 1.693], [1.268, 1.286, -0.266], [-0.877, -1.867, -1.043], [-0.544, -0.698, 1.261]],
  "lowdin_charge": [-0.06, -0.30, 0.08, -0.76, -0.08, -0.05, 0.10, 0.07]
}

So which one is most stable? That would be 2, about 0.1561 hartree below the next structure.

1:
{
  "formula": "C2H10NO",
  "method": "ωB97M-V/def2-TZVPD",
  "e_lumo_ev": -3.49,
  "homo_ev": -15.37,
  "orbital_gap_ev": 11.89,
  "charge": 1,
  "multiplicity": 1,
  "species": ["C", "N", "H", "H", "H", "H", "H", "H", "C", "O", "H", "H", "H", "H"],
  "coordinates": [[-0.594, 1.620, -1.206], [-1.119, 0.328, -0.567], [-1.865, 0.602, 0.085], [-1.573, -0.284, -1.207], [-0.250, -0.194, -0.278], [-1.384, 2.410, -1.149], [-0.286, 1.444, -2.259], [0.276, 2.017, -0.589], [1.048, -1.362, 1.567], [0.747, -1.340, 0.189], [1.664, -1.445, -0.370], [0.226, -0.769, 1.994], [1.978, -0.736, 1.688], [1.131, -2.291, 2.101]],
  "lowdin_charge": [-0.01, 0.13, 0.17, 0.14, 0.07, 0.10, 0.11, 0.12, -0.13, -0.20, 0.21, 0.09, 0.11, 0.09]
}

2:
{
  "formula": "C2H10NO",
  "method": "ωB97M-V/def2-TZVPD",
  "e_lumo_ev": -4.22,
  "homo_ev": -14.48,
  "orbital_gap_ev": 10.26,
  "charge": 1,
  "multiplicity": 1,
  "species": ["C", "C", "N", "H", "H", "H", "H", "H", "H", "H", "H", "O", "H", "H"],
  "coordinates": [[0.147, -2.454, 0.042], [-0.439, -1.053, 0.504], [-0.467, -0.032, -0.543], [0.292, -3.072, 0.944], [1.131, -2.275, -0.424], [-0.483, -3.014, -0.670], [0.173, -0.669, 1.343], [-1.460, -1.239, 0.889], [-0.990, -0.418, -1.354], [0.479, 0.252, -0.869], [-0.965, 0.817, -0.207], [0.611, 4.700, 0.102], [0.723, 3.992, -0.572], [1.248, 4.466, 0.815]],
  "lowdin_charge": [-0.05, -0.21, 0.16, 0.09, 0.08, 0.09, 0.14, 0.14, 0.19, 0.19, 0.19, -0.08, 0.03, 0.05]
}

3:
{
  "formula": "C2H10NO",
  "method": "ωB97M-V/def2-TZVPD",
  "e_lumo_ev": -3.77,
  "homo_ev": -15.30,
  "orbital_gap_ev": 11.53,
  "charge": 1,
  "multiplicity": 1,
  "species": ["N", "H", "H", "H", "H", "C", "O", "C", "H", "H", "H", "H", "H", "H"],
  "coordinates": [[-1.570, 0.930, -1.480], [-1.336, 0.137, -1.999], [-1.207, 0.960, -0.477], [-1.203, 1.667, -1.974], [-2.629, 0.884, -1.376], [0.934, -0.131, 0.264], [-0.284, 0.548, 0.706], [1.355, -1.448, 0.811], [0.679, -0.259, -0.772], [1.736, 0.592, 0.324], [-0.502, 0.279, 1.620], [0.467, -1.996, 1.272], [1.452, -2.187, 0.009], [2.066, -1.500, 1.629]],
  "lowdin_charge": [0.31, 0.11, 0.09, 0.11, 0.20, -0.26, -0.12, -0.07, 0.09, 0.12, 0.13, 0.11, 0.09, 0.09]
}

4:
{
  "formula": "C2H10NO",
  "method": "ωB97M-V/def2-TZVPD",
  "e_lumo_ev": -3.73,
  "homo_ev": -13.95,
  "orbital_gap_ev": 10.22,
  "charge": 1,
  "multiplicity": 1,
  "species": ["C", "O", "H", "H", "H", "H", "C", "N", "H", "H", "H", "H", "H", "H"],
  "coordinates": [[-1.919, -0.997, 0.342], [-1.573, 0.217, -0.218], [-2.233, 0.452, -0.982], [-1.477, -1.066, 1.334], [-3.037, -1.177, 0.231], [-1.760, -1.848, -0.404], [2.055, 0.341, -0.727], [1.408, 0.501, 0.634], [1.441, -0.290, 1.223], [2.035, 1.230, 1.132], [0.393, 0.487, 0.556], [1.809, -0.576, -1.269], [3.130, 0.304, -0.815], [1.615, 1.177, -1.388]],
  "lowdin_charge": [-0.20, -0.18, 0.16, 0.08, 0.10, 0.10, -0.02, 0.16, 0.14, 0.22, 0.11, 0.10, 0.09, 0.14]
}

So which one is most stable? That would be 2, about 0.0101 hartree below the next structure.

1:
{
  "formula": "C7H11N",
  "method": "ωB97M-V/def2-TZVPD",
  "smiles": "C=C(C)C(=N)C(=C)C",
  "e_lumo_ev": 0.54,
  "homo_ev": -8.56,
  "orbital_gap_ev": 9.10,
  "multiplicity": 1,
  "species": ["C", "C", "C", "C", "C", "C", "C", "N", "H", "H", "H", "H", "H", "H", "H", "H", "H", "H", "H"],
  "coordinates": [[-0.186, 0.600, -2.604], [-0.409, 0.467, 2.183], [0.586, 0.532, -0.181], [0.264, -0.290, 1.069], [-0.375, 0.149, -1.198], [-1.146, -0.883, -0.750], [0.935, -1.437, 1.300], [1.469, 1.427, -0.350], [2.014, 1.622, 0.488], [0.850, 0.474, -2.915], [-0.403, 1.667, -2.677], [-0.830, 0.037, -3.278], [-0.320, 1.549, 2.087], [-1.479, 0.252, 2.187], [0.000, 0.208, 3.158], [1.430, -1.967, 0.502], [-1.635, -1.538, -1.465], [-1.710, -0.968, 0.168], [0.948, -1.901, 2.276]],
  "lowdin_charge": [-0.06, -0.05, -0.36, -0.36, -0.29, 0.08, 0.06, 0.17, 0.06, 0.08, 0.09, 0.08, 0.08, 0.08, 0.08, 0.07, 0.07, 0.07, 0.06]
}

2:
{
  "formula": "C7H11N",
  "method": "ωB97M-V/def2-TZVPD",
  "e_lumo_ev": 1.07,
  "homo_ev": -8.32,
  "orbital_gap_ev": 9.38,
  "multiplicity": 1,
  "species": ["C", "C", "C", "C", "C", "C", "C", "H", "H", "H", "H", "H", "H", "H", "H", "H", "H", "H", "N"],
  "coordinates": [[-1.401, -1.292, 0.644], [-0.505, -0.433, -0.171], [-0.626, 1.595, -0.354], [0.245, 0.652, 0.668], [1.719, 0.398, 0.562], [1.884, -0.444, -0.660], [0.715, -1.036, -0.911], [-2.211, -1.721, 0.030], [-2.035, -0.677, 1.378], [-0.878, -2.187, 1.040], [-2.239, 0.653, -1.301], [-1.257, 2.337, 0.185], [-0.155, 2.282, -1.030], [0.042, 0.901, 1.699], [2.375, 1.335, 0.518], [2.139, -0.154, 1.444], [2.728, -0.799, -1.165], [0.640, -1.853, -1.546], [-1.180, 0.443, -1.030]],
  "lowdin_charge": [-0.04, -0.56, -0.15, -0.17, -0.18, -0.07, -0.01, 0.07, 0.11, 0.09, 0.18, 0.11, 0.09, 0.13, 0.13, 0.12, 0.08, 0.08, -0.01]
}

3:
{
  "formula": "C7H11N",
  "method": "ωB97M-V/def2-TZVPD",
  "smiles": "NC1=CC=CC1.C=C",
  "e_lumo_ev": 1.03,
  "homo_ev": -7.31,
  "orbital_gap_ev": 8.34,
  "multiplicity": 1,
  "species": ["C", "C", "C", "C", "C", "N", "C", "C", "H", "H", "H", "H", "H", "H", "H", "H", "H", "H", "H"],
  "coordinates": [[-0.602, 0.754, -0.567], [-0.842, -1.025, 0.919], [-0.892, 0.476, 0.884], [1.824, 0.086, -0.041], [1.632, -0.905, 0.842], [-0.420, 2.029, -1.067], [-0.795, -0.404, -1.275], [-0.961, -1.482, -0.361], [-0.997, -1.595, 1.819], [-0.669, 2.789, -0.456], [-0.701, 2.173, -2.027], [-0.210, 0.972, 1.575], [-1.912, 0.813, 1.114], [2.030, -0.116, -1.080], [1.938, 1.114, 0.269], [-0.727, -0.507, -2.345], [1.713, -1.941, 0.549], [1.619, -0.717, 1.907], [-1.029, -2.515, -0.659]],
  "lowdin_charge": [-0.38, -0.16, -0.15, -0.10, -0.11, 0.10, -0.08, -0.12, 0.10, 0.09, 0.10, 0.12, 0.13, 0.06, 0.06, 0.10, 0.06, 0.06, 0.10]
}

4:
{
  "formula": "C7H11N",
  "method": "ωB97M-V/def2-TZVPD",
  "smiles": "CCc1c[nH]cc1C",
  "e_lumo_ev": 1.08,
  "homo_ev": -7.97,
  "orbital_gap_ev": 9.04,
  "multiplicity": 1,
  "species": ["C", "C", "C", "C", "N", "C", "C", "C", "H", "H", "H", "H", "H", "H", "H", "H", "H", "H", "H"],
  "coordinates": [[-1.463, 2.246, -0.179], [-0.098, 1.681, -0.653], [0.328, 0.415, 0.030], [0.908, 0.257, 1.285], [0.897, -1.096, 1.583], [0.333, -1.802, 0.534], [-0.003, -0.903, -0.452], [-0.493, -1.188, -1.816], [-1.875, 2.681, -1.098], [-2.077, 1.458, 0.214], [-1.429, 2.871, 0.702], [0.696, 2.426, -0.688], [-0.261, 1.467, -1.759], [1.420, 0.908, 1.942], [1.261, -1.602, 2.369], [0.384, -2.879, 0.536], [-0.338, -0.288, -2.389], [0.156, -1.983, -2.222], [-1.536, -1.499, -1.852]],
  "lowdin_charge": [-0.09, -0.21, -0.21, -0.06, 0.00, -0.08, -0.27, -0.05, 0.07, 0.06, 0.06, 0.10, 0.10, 0.10, 0.14, 0.11, 0.05, 0.09, 0.08]
}

So which one is most stable? That would be 4, about 0.0647 hartree below the next structure.

1:
{
  "formula": "C7H11N",
  "method": "ωB97M-V/def2-TZVPD",
  "e_lumo_ev": -0.75,
  "homo_ev": -8.38,
  "orbital_gap_ev": 7.62,
  "multiplicity": 1,
  "species": ["C", "C", "C", "C", "C", "C", "C", "H", "H", "H", "H", "H", "H", "H", "H", "H", "H", "H", "N"],
  "coordinates": [[2.836, 0.001, 0.667], [1.910, -0.082, -0.551], [0.322, 0.035, -0.363], [-0.540, -0.988, -0.328], [-1.800, -0.206, -0.447], [-1.555, 1.377, -0.129], [-0.157, 1.472, -0.067], [2.755, 0.959, 1.066], [2.572, -0.629, 1.489], [3.671, -0.412, 0.213], [1.944, -1.250, -0.691], [2.110, 0.353, -1.486], [-0.473, -2.203, -0.477], [-2.349, -0.497, -1.413], [-2.142, -1.637, 1.481], [-4.233, -0.604, -0.195], [-2.240, 2.223, -0.048], [0.163, 2.447, 0.476], [-2.793, -0.358, 0.803]],
  "lowdin_charge": [-0.10, -0.19, -0.25, -0.10, -0.49, -0.05, -0.03, 0.05, 0.07, 0.05, 0.12, 0.08, 0.17, 0.12, 0.19, 0.19, 0.09, 0.13, -0.06]
}

2:
{
  "formula": "C7H11N",
  "method": "ωB97M-V/def2-TZVPD",
  "smiles": "[H]/N=C(/C)C(=C)C(=C)C",
  "e_lumo_ev": [0.30, 0.30],
  "homo_ev": [-7.80, -7.80],
  "orbital_gap_ev": [8.10, 8.10],
  "multiplicity": 1,
  "species": ["C", "C", "C", "C", "C", "C", "C", "N", "H", "H", "H", "H", "H", "H", "H", "H", "H", "H", "H"],
  "coordinates": [[0.248, -2.015, -0.390], [-1.635, 0.585, 1.253], [-0.145, 0.670, -0.741], [0.988, -0.717, -0.481], [-0.273, 0.814, 0.661], [-0.479, 1.254, -1.869], [0.867, 0.610, 1.425], [2.152, -0.621, -0.935], [2.632, 0.267, -0.962], [-0.606, -1.943, 0.278], [-0.114, -2.282, -1.384], [0.929, -2.794, -0.049], [-2.426, 0.576, 0.505], [-1.847, 1.399, 1.951], [-1.679, -0.353, 1.810], [-0.880, 2.262, -1.897], [-0.293, 0.771, -2.822], [0.758, 0.438, 2.488], [1.803, 1.078, 1.161]],
  "lowdin_charge": [-0.04, -0.05, -0.19, -0.38, -0.35, 0.05, 0.03, 0.12, 0.06, 0.07, 0.09, 0.08, 0.08, 0.08, 0.08, 0.06, 0.06, 0.07, 0.07]
}

So which one is most stable? That would be 2, about 0.2363 hartree below the next structure.